{"formula": "C9H16O5", "method": "ωB97M-V with the def2-TZVPD basis set", "e_above_lowest_kj_mol": 250.1, "smiles": "CC(=O)OCCCCOC(=O)CCO", "lumo_ha": 0.0034, "gap_ev": 10.43, "symbols": ["C", "C", "O", "O", "C", "C", "C", "C", "O", "C", "O", "C", "C", "O", "H", "H", "H", "H", "H", "H", "H", "H", "H", "H", "H", "H", "H", "H", "H", "H"], "positions_angstrom": [[3.5158, -0.3922, 0.7659], [3.4282, 0.8089, -0.3784], [4.3302, 0.8641, -1.3935], [2.4274, 1.9085, -0.3560], [1.1256, 1.4273, 0.1667], [-0.1605, 2.3573, -0.3127], [-1.4225, 1.4146, -0.8650], [-2.5646, 1.1896, 0.2975], [-3.0439, -0.2006, 0.4128], [-2.1594, -1.0239, 1.2557], [-2.4075, -1.0988, 2.5928], [-0.8921, -1.9358, 0.7194], [-1.1670, -2.6218, -0.7632], [-0.1867, -2.0676, -1.7443], [3.9663, 0.0544, 1.7713], [4.1968, -1.2502, 0.3099], [2.4787, -0.8640, 1.0343], [1.1060, 1.2920, 1.3370], [0.9541, 0.3637, -0.3186], [0.2108, 2.9994, -1.2230], [-0.5654, 3.0020, 0.5923], [-0.9923, 0.4294, -1.3271], [-1.9155, 2.0186, -1.7684], [-2.1339, 1.6289, 1.3205], [-3.4855, 1.8818, -0.0154], [0.1386, -1.3736, 0.7141], [-0.7501, -2.8545, 1.4687], [-2.2856, -2.4464, -1.0924], [-0.9525, -3.7894, -0.7113], [-0.7936, -1.7217, -2.4897]], "atomic_forces_ev_per_a": [[-0.07, 0.29, -0.30], [3.85, 1.07, -5.01], [-5.97, -0.38, 6.95], [0.92, -3.45, 0.96], [-1.54, -1.23, -0.02], [0.26, -0.59, -0.36], [0.29, 0.91, -0.44], [0.52, 1.85, -0.44], [2.87, -0.73, 1.61], [-0.98, -0.22, 6.85], [1.38, 0.74, -8.86], [-0.55, -1.24, -0.45], [0.36, -0.31, 0.53], [-3.36, 0.36, -0.62], [-0.86, -0.90, -2.33], [-1.38, 2.16, 1.02], [1.90, 1.11, -0.66], [0.33, 0.43, -2.23], [0.25, 2.09, 1.01], [-0.73, -1.01, 2.02], [1.06, -1.06, -2.05], [-0.93, 1.69, 1.11], [1.00, -1.39, 2.00], [-1.08, -1.33, -2.02], [1.82, -1.94, 0.90], [-2.29, -0.75, -0.10], [-0.63, 2.40, -1.33], [2.32, -0.30, 0.61], [-0.58, 2.53, 0.05], [1.80, -0.78, 1.59]], "mulliken_charge": [-0.5746, 0.5875, -0.5461, -0.3555, 0.1352, -0.6763, -0.2096, -0.5113, -0.3125, 0.4037, -0.5469, 0.2409, -0.3493, -0.5407, 0.2684, 0.2750, 0.1101, 0.2172, -0.0376, 0.3011, 0.2912, 0.0903, 0.3508, 0.3484, 0.2539, -0.4168, 0.3540, 0.2760, 0.2402, 0.3334]}